No. 1
This record from the Open Molecules 2025 dataset describes one molecule with the formula C7H8O at a distorted geometry. The level of theory is wB97M-V/def2-TZVPD.

The geometry in ORCA input format:
```
! RIJCOSX wB97M-V def2-TZVPD def2/J DEFGRID3
* xyz 0 1
C 1.73 -0.43 -0.58
C 1.52 0.36 0.62
O 0.49 0.50 1.37
C -0.77 -0.05 1.11
C -1.86 0.78 0.51
C -1.32 -0.53 -0.19
C -0.48 -0.43 -1.38
C 0.83 -0.40 -1.65
H 2.85 0.03 -0.96
H 2.58 0.62 1.04
H -0.98 -0.91 1.95
H -2.76 0.94 1.07
H -1.14 1.72 0.19
H -2.05 -1.26 -0.14
H -1.47 -0.47 -2.10
H 1.14 -0.57 -2.63
*
```

* orbital gap: 8.7 eV
* SMILES: C1=CO[C@H]2C[C@H]2C=C1

=====

No. 2
This record from the Open Molecules 2025 dataset describes one molecule with the formula C7H8O at a distorted geometry. The level of theory is wB97M-V/def2-TZVPD.

The geometry in ORCA input format:
```
! RIJCOSX wB97M-V def2-TZVPD def2/J DEFGRID3
* xyz 0 1
C 1.20 1.63 0.00
C -0.03 0.72 0.00
C -1.25 1.24 0.07
C -2.22 -0.02 -0.03
O -3.43 0.01 0.09
C -1.28 -1.20 -0.06
C -0.05 -0.71 0.03
C 1.13 -1.62 0.04
H 1.90 1.06 -0.54
H 1.57 1.77 0.99
H 1.02 2.57 -0.44
H -1.69 2.25 -0.22
H -1.47 -2.23 -0.22
H 2.01 -0.99 0.35
H 1.24 -2.41 0.86
H 1.35 -2.08 -0.94
*
```

* orbital gap: 8.4 eV
* SMILES: CC1=CC(=O)C=C1C

=====

No. 3
This record from the Open Molecules 2025 dataset describes one molecule with the formula C7H8O at a distorted geometry. The level of theory is wB97M-V/def2-TZVPD.

The geometry in ORCA input format:
```
! RIJCOSX wB97M-V def2-TZVPD def2/J DEFGRID3
* xyz 0 1
C -2.26 0.79 -0.03
C -2.23 -0.62 -0.13
O -0.95 -1.09 0.03
C -0.14 -0.06 0.11
C 1.28 -0.52 -0.07
C 2.24 0.42 -0.72
C 2.41 -0.01 0.67
C -0.88 1.14 0.19
H -3.13 1.36 0.15
H -3.06 -1.28 -0.21
H 1.30 -1.63 -0.44
H 3.13 0.02 -1.28
H 1.96 1.48 -0.94
H 3.07 -0.94 0.89
H 2.26 0.79 1.45
H -0.38 2.14 0.06
*
```

* orbital gap: 9.2 eV
* SMILES: c1coc(C2CC2)c1

=====

No. 4
This record from the Open Molecules 2025 dataset describes one molecule with the formula C7H8O at a distorted geometry. The level of theory is wB97M-V/def2-TZVPD.

The geometry in ORCA input format:
```
! RIJCOSX wB97M-V def2-TZVPD def2/J DEFGRID3
* xyz 0 1
C 2.17 -1.04 0.71
C 0.82 -0.44 0.40
C 0.61 0.94 0.37
C -0.52 1.52 -0.20
C -1.57 0.69 -0.58
O -2.83 1.11 -0.90
C -1.43 -0.68 -0.43
C -0.20 -1.25 -0.09
H 2.95 -0.48 0.19
H 2.20 -2.08 0.41
H 2.45 -0.85 1.75
H 1.30 1.60 0.88
H -0.57 2.59 -0.35
H -2.87 1.94 -1.38
H -2.31 -1.28 -0.62
H -0.19 -2.33 -0.15
*
```

* orbital gap: 9.3 eV
* SMILES: Cc1ccc(O)cc1

=====

No. 5
This record from the Open Molecules 2025 dataset describes one molecule with the formula C7H8O at a distorted geometry. The level of theory is wB97M-V/def2-TZVPD.

The geometry in ORCA input format:
```
! RIJCOSX wB97M-V def2-TZVPD def2/J DEFGRID3
* xyz 0 1
C -1.37 1.32 0.13
C -0.08 1.63 -0.07
C 0.73 0.52 -0.53
C 1.99 -0.07 0.00
C 0.70 -0.58 0.53
C -0.20 -1.62 0.05
C -1.48 -1.25 -0.11
O -2.00 0.05 -0.03
H -2.19 2.03 0.40
H 0.25 2.66 0.17
H 0.32 0.06 -1.47
H 2.61 -0.59 -0.77
H 2.51 0.55 0.68
H 0.50 -0.17 1.49
H 0.01 -2.62 -0.17
H -2.29 -1.92 -0.31
*
```

* orbital gap: 9.4 eV
* SMILES: C1=C[C@H]2C[C@@H]2C=CO1

=====

No. 6
This record from the Open Molecules 2025 dataset describes one molecule with the formula C7H8S at a distorted geometry. The level of theory is wB97M-V/def2-TZVPD.

The geometry in ORCA input format:
```
! RIJCOSX wB97M-V def2-TZVPD def2/J DEFGRID3
* xyz 0 1
C 0.54 -0.93 -0.75
C 1.86 -1.07 -1.14
C -0.28 -0.12 0.10
C -0.40 1.04 0.81
C -1.74 -0.49 0.35
C -1.83 0.81 1.19
C 3.10 -0.52 -0.78
S 3.27 1.11 -0.49
H -0.09 -1.72 -1.16
H 2.01 -1.92 -1.80
H -2.35 -0.49 -0.55
H -1.89 -1.42 0.90
H -2.00 0.66 2.25
H -2.52 1.56 0.81
H 0.27 1.84 1.05
H 2.05 1.65 -0.80
*
```

* orbital gap (alpha / beta): 7.2 / 7.2 eV

=====

No. 7
This record from the Open Molecules 2025 dataset describes one molecule with the formula C7H8S2 at a distorted geometry. The level of theory is wB97M-V/def2-TZVPD.

The geometry in ORCA input format:
```
! RIJCOSX wB97M-V def2-TZVPD def2/J DEFGRID3
* xyz 0 1
C 2.55 -2.08 0.38
C 2.51 -0.92 1.12
C 1.44 0.03 1.26
C 0.36 0.08 0.54
S -1.11 0.98 0.94
C -2.64 0.07 0.52
C -3.78 0.93 0.81
C -2.57 -1.14 0.03
S -2.43 -2.68 -0.25
H 3.48 -2.73 0.50
H 1.71 -2.42 -0.15
H 3.34 -0.72 1.72
H 1.61 0.63 2.19
H 0.41 -0.65 -0.35
H -4.67 0.68 0.28
H -3.53 2.08 0.58
H -4.10 0.79 1.85
*
```

* orbital gap: 7.1 eV
* SMILES: C=C/C=C/SC(C)=C=S

=====

No. 8
This record from the Open Molecules 2025 dataset describes one molecule with the formula C7H9BS at a distorted geometry. The level of theory is wB97M-V/def2-TZVPD.

The geometry in ORCA input format:
```
! RIJCOSX wB97M-V def2-TZVPD def2/J DEFGRID3
* xyz 0 1
B -1.42 -0.30 0.77
C 1.34 -2.02 1.18
C 1.34 -1.59 -0.09
C 0.60 -1.34 2.20
C 0.97 -0.29 -0.53
C -0.48 -0.83 1.78
C -0.13 0.40 -0.15
C -1.82 2.07 -1.02
S -0.11 2.13 -0.35
H -2.12 -1.14 0.42
H -2.05 0.63 1.32
H 1.86 -2.88 1.50
H 1.94 -2.12 -0.76
H 1.05 -1.32 3.16
H 1.67 -0.03 -1.28
H -2.40 2.61 -0.12
H -2.08 1.02 -1.14
H -1.93 2.61 -1.93
*
```

* orbital gap: 7.4 eV

=====

No. 9
This record from the Open Molecules 2025 dataset describes C7H9BiO7P as an isolated structure at a distorted geometry. The level of theory is wB97M-V/def2-TZVPD.

The geometry in ORCA input format:
```
! RIJCOSX wB97M-V def2-TZVPD def2/J DEFGRID3
* xyz 3 1
Bi 1.85 -1.60 0.43
O 0.13 -2.71 3.65
C 0.54 -2.32 2.67
C 0.92 -2.51 -1.80
O 0.68 -2.83 -2.87
C 2.90 0.66 0.57
O 3.48 1.66 0.48
C 3.61 -2.80 0.65
O 4.56 -3.46 0.71
C -1.73 0.24 2.18
O -0.61 0.87 1.52
P -0.27 1.68 0.00
O -1.72 2.20 -0.35
C -2.89 1.43 -0.64
O 0.02 0.61 -1.34
C 0.83 1.12 -2.48
H -1.33 0.11 3.19
H -1.89 -0.75 1.73
H -2.69 0.77 2.33
H -2.87 0.35 -0.40
H -3.76 1.91 -0.15
H -2.96 1.57 -1.73
H 0.60 0.77 -3.51
H 0.74 2.21 -2.57
H 1.87 0.80 -2.30
*
```

* orbital gap (alpha / beta): 7.6 / 4.6 eV

=====

No. 10
This record from the Open Molecules 2025 dataset describes a 2-piece molecular cluster, C7H9BrN overall at a distorted geometry. The level of theory is wB97M-V/def2-TZVPD.

The geometry in ORCA input format:
```
! RIJCOSX wB97M-V def2-TZVPD def2/J DEFGRID3
* xyz 1 1
C -1.42 2.08 -0.45
C -1.07 1.18 -1.45
C -1.03 1.83 0.87
C -0.19 0.14 -1.16
C -0.25 0.71 1.17
C 0.88 -2.51 0.00
C 0.92 -1.15 0.59
N 0.17 -0.14 0.18
Br 3.02 0.52 -0.29
H -2.05 3.03 -0.61
H -1.25 1.37 -2.53
H -1.45 2.48 1.80
H 0.19 -0.45 -1.93
H -0.03 0.61 2.23
H 1.68 -3.20 0.37
H 0.06 -2.92 0.56
H 0.63 -2.58 -1.03
H 1.19 -0.99 1.68
*
```

* orbital gap (alpha / beta): 7.4 / 6.4 eV

=====

No. 11
This record from the Open Molecules 2025 dataset describes a 2-piece molecular cluster, C7H9BrO overall at a distorted geometry. The level of theory is wB97M-V/def2-TZVPD.

The geometry in ORCA input format:
```
! RIJCOSX wB97M-V def2-TZVPD def2/J DEFGRID3
* xyz 0 1
C 1.26 1.19 -0.56
C -0.17 1.72 -0.74
C 1.15 0.26 0.71
C -0.86 1.02 0.40
C -0.23 -0.34 0.73
C 0.11 0.86 1.59
C -1.31 -2.59 1.79
O -1.88 -2.71 0.59
Br 0.02 1.82 3.19
H 1.73 0.60 -1.46
H 2.03 2.01 -0.49
H -0.22 2.81 -0.57
H -0.60 1.43 -1.68
H 2.09 -0.06 1.06
H -1.87 1.29 0.57
H -1.92 -2.01 2.48
H -0.37 -3.15 2.11
H -1.28 -3.22 0.04
*
```

* orbital gap (alpha / beta): 6.5 / 8.5 eV

=====

No. 12
This record from the Open Molecules 2025 dataset describes one molecule with the formula C7H9Cl at a distorted geometry. The level of theory is wB97M-V/def2-TZVPD.

The geometry in ORCA input format:
```
! RIJCOSX wB97M-V def2-TZVPD def2/J DEFGRID3
* xyz 0 1
C 2.78 -1.57 -0.06
C 1.55 -0.71 -0.12
C 1.48 0.60 -0.14
Cl 2.82 1.71 0.01
C -0.22 1.39 0.00
C -1.45 1.03 0.09
C -2.38 -0.09 -0.17
C -1.19 2.48 0.40
H 2.65 -2.60 -0.31
H 3.45 -1.13 -0.77
H 3.18 -1.49 0.92
H 0.55 -1.08 0.04
H -1.93 -0.65 -0.92
H -3.33 0.32 -0.50
H -2.57 -0.73 0.70
H -1.09 2.88 1.34
H -1.57 3.30 -0.33
*
```

* orbital gap: 9.6 eV
* SMILES: C/C=C(\Cl)C1=C(C)C1

=====

no.,DFT total energy (eV)
1,-9430.2683
2,-9434.1572
3,-9433.4128
4,-9435.8654
5,-9432.5171
6,-18219.0096
7,-29055.5120
8,-18911.4986
9,-36827.1761
10,-78927.8973
11,-79487.8105
12,-19922.5406